Entry 1:
Entry from the Open Molecules 2025 dataset: a cluster of 11 separate species, C44H88O25 in total in a non-equilibrium geometry (the ωB97M-V functional and the def2-TZVPD basis).

M = 1017.2 g/mol
Kohn-Sham gap = 9.8277 eV
DFT total energy = -3610.13299 Eh
Total charge = 0
SMILES = CCOC(=O)OC.CCOC(=O)OC.CCOC(=O)OC.CCOC(=O)OC.CCOC(=O)OC.CCOC(=O)OC.CCOC(=O)OC.C1CCOC1.C1CCOC1.C1CCOC1.C1CCOC1

Last column: Löwdin charge in e.
Element x y z (Å)
C1 0.92434 -3.19462 5.96672  -0.04
C2 1.73593 -2.91212 4.66088  -0.22
O1 3.04347 -2.74341 5.09129  0.05
C3 3.62291 -1.55312 4.90501  -0.53
O2 3.32433 -0.59370 4.21270  0.10
O3 4.75769 -1.56494 5.66457  -0.02
C4 5.74059 -0.51240 5.66389  -0.02
H1 1.23808 -4.20840 6.21553  0.08
H2 -0.14655 -3.12049 5.77751  0.07
H3 1.12075 -2.47631 6.76268  0.08
H4 1.36047 -2.07766 4.06859  0.11
H5 1.52342 -3.78231 4.03982  0.10
H6 5.16598 0.40749 5.55562  0.09
H7 6.34824 -0.49893 4.75907  0.08
H8 6.35058 -0.45067 6.56512  0.09
C5 -4.35704 1.62080 3.57513  -0.04
C6 -5.24648 2.42742 2.49215  -0.11
O4 -4.40504 3.57342 2.03655  0.03
C7 -4.78170 4.35447 1.06049  -0.60
O5 -5.73097 4.16305 0.28857  0.09
O6 -4.08496 5.48452 1.20259  -0.01
C8 -4.24747 6.59196 0.34079  -0.04
H9 -3.49995 1.12707 3.11717  0.04
H10 -5.00380 0.92329 4.10736  0.07
H11 -3.95804 2.24143 4.37745  0.07
H12 -6.14847 2.75370 3.00991  0.12
H13 -5.55928 1.83448 1.63269  0.10
H14 -3.72425 7.53039 0.52431  0.10
H15 -5.32107 6.77994 0.32811  0.10
H16 -4.03375 6.28381 -0.68267  0.07
C9 11.25313 -2.25873 0.66370  -0.06
C10 10.05673 -1.39873 0.26165  -0.21
O7 9.42633 -0.79939 1.39136  0.05
C11 8.24783 -0.18643 1.34353  -0.45
O8 7.60208 0.20669 2.35369  0.07
O9 7.72993 -0.18090 0.00584  -0.07
C12 6.54524 0.54619 -0.16682  -0.08
H17 11.51843 -2.99732 -0.09274  0.08
H18 11.19899 -2.87995 1.55771  0.08
H19 12.16836 -1.69818 0.85408  0.07
H20 9.33357 -2.00212 -0.28704  0.12
H21 10.32412 -0.69092 -0.52296  0.13
H22 6.63134 1.63214 -0.20419  0.11
H23 5.77743 0.12391 0.48145  0.09
H24 6.18043 0.23409 -1.14540  0.09
C13 -0.09326 6.86690 4.31951  -0.07
C14 -1.24734 5.97333 3.98898  -0.23
O10 -1.10227 4.58083 4.04331  0.02
C15 -0.33902 3.85072 3.21134  -0.54
O11 0.42834 4.29709 2.39180  0.13
O12 -0.36590 2.60624 3.73816  0.01
C16 0.40875 1.62309 3.14747  -0.06
H25 0.03667 7.11970 5.37179  0.08
H26 -0.38991 7.76201 3.77281  0.08
H27 0.86708 6.60353 3.87625  0.08
H28 -1.59412 6.12262 2.96645  0.12
H29 -1.99938 6.25746 4.72503  0.13
H30 0.74662 1.80540 2.12732  0.07
H31 -0.22165 0.75841 2.94004  0.09
H32 1.26371 1.33048 3.75699  0.10
C17 5.47345 -4.19518 0.40329  -0.05
C18 4.40796 -4.66803 1.39032  -0.25
O13 3.14010 -4.16311 1.20030  -0.01
C19 2.01431 -4.86530 1.57423  -0.46
O14 2.02079 -6.02534 2.09319  0.07
O15 0.89312 -4.09312 1.38130  -0.06
C20 -0.36749 -4.64070 1.77832  -0.04
H33 6.26014 -4.92928 0.22917  0.08
H34 5.75531 -3.18993 0.71650  0.07
H35 4.98294 -3.97756 -0.54547  0.07
H36 4.76067 -4.41659 2.39056  0.13
H37 4.34025 -5.74595 1.24326  0.12
H38 -0.66479 -5.56894 1.29038  0.10
H39 -1.06224 -3.81284 1.63667  0.09
H40 -0.36795 -4.80021 2.85659  0.09
C21 -6.67304 -1.00592 -6.55023  -0.06
C22 -5.62585 0.10735 -6.46592  -0.22
O16 -4.65038 -0.09107 -5.46831  0.01
C23 -3.64192 -0.93235 -5.53745  -0.61
O17 -3.33336 -1.54842 -6.51230  0.15
O18 -3.07617 -0.94521 -4.32886  -0.02
C24 -1.87315 -1.61967 -4.09767  -0.05
H41 -7.50341 -0.83307 -7.23487  0.08
H42 -7.14432 -1.15874 -5.57933  0.07
H43 -6.15798 -1.92593 -6.82662  0.08
H44 -6.14715 0.99598 -6.11001  0.11
H45 -5.25266 0.32767 -7.46607  0.13
H46 -1.09260 -1.03584 -4.58549  0.11
H47 -1.89480 -2.61984 -4.53044  0.10
H48 -1.66893 -1.72881 -3.03254  0.07
C25 -2.85547 0.35165 0.42598  -0.01
C26 -1.71436 0.46603 -0.68827  -0.15
O19 -0.36340 0.56917 -0.21860  0.01
C27 0.24557 -0.51032 0.32234  -0.47
O20 -0.23568 -1.66272 0.32412  0.08
O21 1.53825 -0.14914 0.65548  -0.02
C28 2.38454 -1.09354 1.20883  -0.07
H49 -3.69879 0.93583 0.05769  0.07
H50 -2.46169 0.89922 1.28227  0.05
H51 -2.88317 -0.72380 0.60134  0.07
H52 -1.89267 1.35628 -1.29138  0.10
H53 -1.78410 -0.40510 -1.33972  0.10
H54 2.71921 -1.76753 0.42026  0.08
H55 2.01227 -1.77260 1.97589  0.07
H56 3.30802 -0.64866 1.57947  0.09
C29 1.58887 3.34463 -0.79662  -0.19
C30 2.02283 2.48883 -1.93415  -0.19
C31 3.49195 2.19471 -1.61854  -0.23
O22 3.98063 3.38797 -1.04616  -0.13
C32 2.81809 4.16961 -0.59770  -0.16
H57 1.42331 2.73565 0.09210  0.09
H58 0.67343 3.88186 -1.04452  0.12
H59 2.01009 3.02557 -2.88275  0.12
H60 1.56601 1.50058 -1.98684  0.11
H61 3.89192 2.01111 -2.61575  0.12
H62 3.48631 1.30058 -0.99516  0.10
H63 2.70642 5.03820 -1.24670  0.12
H64 3.01140 4.40947 0.44787  0.12
C33 -5.29632 -3.02645 -0.47875  -0.19
C34 -5.97565 -1.84132 -1.06462  -0.18
C35 -5.63986 -2.00710 -2.48866  -0.19
O23 -4.23875 -2.35934 -2.41262  -0.17
C36 -4.00478 -3.27903 -1.28555  -0.13
H65 -5.96366 -3.88791 -0.45372  0.11
H66 -5.00410 -2.78344 0.54285  0.10
H67 -5.49361 -0.92807 -0.71574  0.11
H68 -7.05206 -1.83007 -0.89335  0.12
H69 -5.72408 -1.12629 -3.12520  0.11
H70 -6.04812 -2.80487 -3.10913  0.13
H71 -3.10428 -2.97951 -0.74938  0.10
H72 -3.97115 -4.34581 -1.50679  0.11
C37 -5.17799 3.85149 -3.26215  -0.16
C38 -3.91635 4.41405 -2.58329  -0.16
C39 -2.81775 3.50377 -3.22726  -0.15
O24 -3.44836 2.22616 -2.94960  -0.16
C40 -4.86969 2.40363 -3.08932  -0.21
H73 -5.23414 4.06185 -4.33018  0.11
H74 -6.09414 4.19323 -2.78051  0.12
H75 -3.94774 4.31897 -1.49790  0.09
H76 -3.84659 5.44756 -2.92254  0.11
H77 -1.90983 3.64225 -2.64022  0.10
H78 -2.61889 3.73505 -4.27371  0.12
H79 -5.35762 1.93022 -2.23732  0.12
H80 -5.16969 1.81164 -3.95400  0.10
C41 1.75130 -3.11405 -3.01344  -0.19
C42 1.34733 -3.67131 -1.71145  -0.17
C43 -0.10234 -4.14939 -1.98966  -0.17
O25 -0.21734 -4.20203 -3.38867  -0.15
C44 0.97483 -3.87875 -4.03416  -0.21
H81 2.83728 -3.17016 -3.08822  0.12
H82 1.51446 -2.05719 -3.13619  0.12
H83 1.33083 -2.86559 -0.97753  0.08
H84 2.03933 -4.46402 -1.42712  0.12
H85 -0.76299 -3.36403 -1.62242  0.10
H86 -0.13258 -5.13334 -1.52166  0.12
H87 0.70435 -3.26791 -4.89544  0.12
H88 1.39985 -4.84680 -4.29935  0.12



Entry 2:
Entry from the Open Molecules 2025 dataset: a structure of composition C2H6N4O2 in a non-equilibrium geometry (the ωB97M-V functional and the def2-TZVPD basis).

M = 118.1 g/mol
Kohn-Sham gap = 9.7748 eV
DFT total energy = -449.11313 Eh
Total charge = 0

Last column: Löwdin charge in e.
Element x y z (Å)
C1 1.03105 -0.22816 -0.10805  -0.64
C2 -1.32322 0.64771 -0.27061  -0.45
H1 3.06822 0.31144 0.35098  0.17
H2 2.16587 1.51934 -0.12764  0.14
H3 2.00407 -1.56830 0.93153  0.16
H4 -0.53871 2.31068 0.21529  0.08
H5 -2.93899 -0.16676 0.25462  0.21
H6 -1.34381 -2.30485 -0.31977  0.12
N1 2.19261 0.43976 -0.40089  0.07
N2 0.89407 -1.46832 0.30304  0.09
N3 -1.55154 1.91101 0.17443  0.11
N4 -1.85243 -0.38248 0.28609  0.01
O1 0.03552 0.45393 -0.70523  -0.01
O2 -1.84270 -1.47500 -0.58379  -0.08



Entry 3:
Entry from the Open Molecules 2025 dataset: a structure of composition C3HMgO2 in a non-equilibrium geometry (the ωB97M-V functional and the def2-TZVPD basis).

M = 93.3 g/mol
Kohn-Sham gap = 6.7001 eV
DFT total energy = -465.17795 Eh
Total charge = +1

Last column: Löwdin charge in e.
Element x y z (Å)
O1 0.03961 1.16464 1.11522  -0.05
O2 -1.63826 0.03784 0.25285  -0.05
C1 -0.40016 0.30069 0.30172  -0.67
Mg1 -1.95417 1.50978 1.72663  1.48
C2 1.28355 -1.18549 -1.11754  0.20
C3 0.52391 -0.44832 -0.53019  0.01
H1 2.14550 -1.37914 -1.74870  0.07



Entry 4:
Entry from the Open Molecules 2025 dataset: a cluster of 19 separate species, C34H103N3O19 in total in a non-equilibrium geometry (the ωB97M-V functional and the def2-TZVPD basis).

M = 858.2 g/mol
Kohn-Sham gap = 8.3843 eV
DFT total energy = -2950.80579 Eh
Total charge = 0

Last column: Löwdin charge in e.
Element x y z (Å)
C1 5.53927 -0.54866 -4.81940  -0.15
O1 4.78445 0.52754 -5.36848  -0.14
H1 4.91119 -1.20006 -4.20071  0.05
H2 5.78252 -1.14320 -5.70020  0.08
H3 6.39690 -0.16723 -4.26986  0.07
H4 4.54751 1.19403 -4.70781  0.01
C2 -4.80241 1.32895 -0.75257  -0.16
O2 -4.38336 2.25890 0.22095  -0.13
H5 -5.64334 1.74542 -1.31539  0.08
H6 -4.00906 1.16282 -1.48973  0.06
H7 -5.22200 0.44117 -0.26606  0.06
H8 -3.61891 1.86935 0.67322  0.02
C3 5.13848 1.30872 2.22800  -0.13
O3 6.08297 1.27797 1.17007  -0.13
H9 4.36888 2.06701 2.07973  0.06
H10 4.68740 0.32194 2.36952  0.08
H11 5.62452 1.49045 3.19561  0.08
H12 6.24228 0.34513 0.99387  0.10
C4 3.37552 -4.00439 -3.91457  -0.13
O4 4.78523 -4.22986 -3.94594  -0.13
H13 2.96962 -4.04380 -4.92839  0.08
H14 2.85010 -4.68119 -3.24103  0.09
H15 3.18922 -2.98048 -3.59297  0.05
H16 4.92633 -5.16487 -4.11711  0.09
C5 -1.21316 -1.89692 3.67052  -0.09
O5 -1.19706 -1.46282 2.29717  -0.17
H17 -1.33175 -1.04995 4.33957  0.08
H18 -1.99038 -2.65390 3.78499  0.07
H19 -0.24532 -2.35312 3.89815  0.09
H20 -0.90106 -2.23944 1.80808  0.07
C6 7.08976 -3.19378 -1.61021  -0.17
O6 5.70271 -2.93078 -1.61232  -0.14
H21 7.42651 -3.32236 -0.58163  0.07
H22 7.38110 -4.08947 -2.16088  0.07
H23 7.67297 -2.35198 -1.98943  0.07
H24 5.30573 -3.19585 -2.45868  0.02
C7 -0.65738 4.62291 -2.71381  -0.11
O7 -1.82038 3.90435 -2.30664  -0.15
H25 -0.92427 5.32643 -3.50926  0.09
H26 -0.15275 5.04116 -1.84375  0.09
H27 0.01862 3.97529 -3.27664  0.08
H28 -2.45560 4.52468 -1.93191  0.11
O8 -2.56077 3.18832 -4.89193  -0.07
H29 -2.25752 3.25568 -3.96666  -0.02
H30 -3.35382 2.64468 -4.85339  0.03
O9 4.50970 2.54132 -3.42721  -0.06
H31 4.58960 2.84044 -2.50726  0.01
H32 5.08224 3.13393 -3.92850  0.07
O10 6.42548 0.40463 -1.80761  -0.05
H33 5.48352 0.20713 -1.83992  0.01
H34 6.47221 1.36911 -1.78027  0.02
O11 -1.44078 2.22380 0.21864  -0.05
H35 -1.64608 2.78038 -0.54565  0.02
H36 -0.76649 1.60469 -0.10186  0.02
O12 -0.22439 -0.88404 -7.27321  -0.08
H37 -0.04382 -1.56970 -6.60287  -0.02
H38 0.37119 -0.15980 -7.05600  0.03
O13 -0.27825 -3.00532 -5.55428  -0.05
H39 -0.77369 -3.53714 -6.19061  0.07
H40 -0.30398 -3.51254 -4.73709  0.03
O14 5.48994 3.07741 -0.79510  -0.07
H41 5.61992 3.99716 -0.53844  0.06
H42 5.68357 2.55721 0.01308  0.01
O15 3.50914 -2.16331 1.00785  -0.06
H43 3.38207 -2.97115 1.51478  0.04
H44 2.61286 -1.84922 0.80745  -0.01
O16 -2.72197 1.02473 2.36873  -0.05
H45 -1.96995 1.50203 1.98572  0.01
H46 -2.45720 0.10210 2.29702  -0.01
C8 -3.85316 -4.81228 2.86079  -0.02
C9 -5.30750 -4.32359 2.68554  -0.50
C10 -5.36215 -2.82194 2.98584  -0.15
C11 -5.00284 -1.95316 1.82689  -0.19
C12 -5.79093 -2.37014 0.59767  -0.15
C13 -5.60800 -3.83998 0.18255  -0.49
N1 -5.90002 -4.65330 1.39134  -0.11
O17 -5.97594 -6.01864 1.08660  -0.01
C14 -6.65095 -4.12596 -0.89831  -0.04
C15 -4.22353 -4.05363 -0.39732  -0.04
C16 -6.24549 -4.92190 3.76315  -0.04
H47 -3.70465 -5.78377 2.38334  0.08
H48 -3.58695 -4.84421 3.91649  0.09
H49 -3.15412 -4.14548 2.35197  0.05
H50 -6.36323 -2.51802 3.30685  0.13
H51 -4.73245 -2.58951 3.84958  0.12
H52 -3.93474 -1.99801 1.57421  0.10
H53 -5.25299 -0.90680 2.01818  0.12
H54 -5.64451 -1.66258 -0.22481  0.10
H55 -6.84817 -2.15941 0.80460  0.13
H56 -6.38899 -3.58612 -1.81128  0.09
H57 -6.64910 -5.19560 -1.12212  0.08
H58 -7.70333 -3.90780 -0.71492  0.09
H59 -3.33670 -4.10888 0.23104  0.06
H60 -4.17728 -4.91012 -1.08337  0.09
H61 -3.96338 -3.29679 -1.14700  0.07
H62 -5.85321 -4.68519 4.75359  0.08
H63 -6.16479 -6.01764 3.76773  0.08
H64 -7.29385 -4.73421 3.55601  0.09
H65 -5.05392 -6.33328 1.07087  0.09
C17 2.76929 -0.48088 -2.06116  -0.01
C18 1.60589 0.28982 -1.39903  -0.48
C19 1.10220 1.39312 -2.32171  -0.13
C20 0.16750 0.81813 -3.37905  -0.16
C21 -1.02151 0.06752 -2.75409  -0.10
C22 -0.64400 -1.03654 -1.75041  -0.48
N2 0.45353 -0.47418 -0.92374  -0.07
O18 0.83102 -1.33514 0.16058  -0.03
C23 -1.81527 -1.28002 -0.84111  -0.04
C24 -0.17975 -2.32940 -2.46059  -0.01
C25 2.20473 1.01008 -0.17070  -0.02
H66 2.46454 -0.85325 -3.04675  0.06
H67 3.18275 -1.36313 -1.56942  0.08
H68 3.56905 0.22437 -2.29196  0.06
H69 0.59631 2.17617 -1.75140  0.10
H70 1.92985 1.85924 -2.86252  0.12
H71 0.68436 0.22031 -4.13257  0.11
H72 -0.21207 1.68183 -3.93420  0.10
H73 -1.36539 -0.37956 -3.69351  0.13
H74 -1.73317 0.81343 -2.40305  0.10
H75 -1.75759 -2.22912 -0.29793  0.07
H76 -2.01658 -0.54083 -0.06204  0.08
H77 -2.75273 -1.34093 -1.40105  0.09
H78 0.75759 -2.09999 -2.96739  0.07
H79 0.09677 -3.05813 -1.69681  0.09
H80 -0.97909 -2.67648 -3.11002  0.08
H81 2.76792 0.32117 0.45993  0.07
H82 1.38600 1.45657 0.39807  0.06
H83 2.86682 1.85190 -0.38723  0.08
H84 0.17492 -1.05212 0.81141  0.07
C26 0.01806 1.58228 4.94060  -0.02
C27 0.70006 2.84918 4.43849  -0.51
C28 1.40717 2.48675 3.13744  -0.16
C29 2.12769 3.65638 2.48668  -0.19
C30 1.12003 4.78968 2.21714  -0.11
C31 0.15015 5.16440 3.36028  -0.47
N3 -0.22725 3.94598 4.12350  -0.10
O19 -1.02366 4.21946 5.24962  -0.01
C32 0.79536 6.22107 4.30354  -0.03
C33 -1.12661 5.76430 2.78080  -0.04
C34 1.72965 3.30935 5.49469  -0.02
H85 -0.60715 1.12208 4.17808  0.06
H86 -0.60293 1.80932 5.80746  0.09
H87 0.80850 0.90145 5.26100  0.09
H88 2.11708 1.66107 3.25649  0.12
H89 0.71662 2.12661 2.36889  0.10
H90 2.50181 3.25084 1.54535  0.08
H91 2.95874 3.90960 3.15064  0.11
H92 0.56910 4.45622 1.33750  0.11
H93 1.85369 5.56488 1.97751  0.12
H94 0.46872 7.21916 4.00556  0.08
H95 0.57415 6.18051 5.37060  0.07
H96 1.88352 6.17363 4.21981  0.07
H97 -1.86553 5.02489 2.46287  0.09
H98 -1.67455 6.28510 3.56963  0.08
H99 -0.91896 6.44355 1.95359  0.08
H100 2.07721 4.32451 5.31721  0.06
H101 2.55038 2.60069 5.60942  0.09
H102 1.27780 3.38615 6.49045  0.08
H103 -0.43027 4.56233 5.93951  0.08



Number 1: HOMO -9.351 eV. Number 2: HOMO -9.526 eV. Number 3: HOMO -14.334 eV. Number 4: HOMO -8.363 eV.